This record from OMol25 describes a 2-piece molecular cluster, C3H6O4 overall. The level of theory is ωB97M-V with the def2-TZVPD basis set.

Element x y z (Å)
C (1.71, -0.70, -0.91)
O (1.93, 1.22, 0.39)
O (1.26, -1.39, -0.04)
H (1.92, -1.02, -1.94)
H (-2.72, 0.20, -0.94)
O (-0.40, 0.20, 1.47)
H (-0.19, -0.74, 1.32)
H (1.14, 0.84, 0.86)
H (-1.66, 1.62, 0.77)
O (2.03, 0.57, -0.86)
C (-1.39, 0.59, 0.61)
H (-1.67, -1.21, -0.43)
C (-1.95, -0.18, -0.30)

Kohn-Sham gap = 10.458 eV
LUMO = 0.86 eV
ΔE to the lowest compared entry with this formula, charge and spin = 89.6 kcal/mol
Multiplicity = 1
Electronic energy = -11394.809 eV
Highest occupied orbital energy = -0.353 Ha